(1)
42
Properties=species:S:1:pos:R:3:mulliken_charge:R:1 method="wB97M-V/def2-TZVPD" de_lowest_ev=2.379 charge=0 e_homo_ev=-8.43 fmax_ev_per_a=0.67 mol_weight_g_mol=412.94
Cu -0.8892 0.7013 -2.2168 -1.164
N 1.4088 7.1720 -4.8203 -0.494
C 1.0578 6.1474 -4.4321 0.025
C 0.6162 4.8534 -3.9413 0.424
C 0.2380 3.8581 -4.8377 -0.632
C -0.1798 2.6247 -4.3599 0.167
C -0.2480 2.3322 -2.9933 -0.038
C 0.1404 3.3586 -2.1195 0.247
C 0.5666 4.6013 -2.5731 -0.723
H 0.2745 4.0565 -5.9017 0.406
H -0.4638 1.8733 -5.0875 0.367
H 0.1210 3.1971 -1.0458 0.381
H 0.8590 5.3773 -1.8752 0.399
C 3.3025 -1.1710 3.6178 -1.237
C 2.5149 -2.1020 2.6937 -0.469
S 0.7859 -1.7659 2.8193 1.231
O 0.4961 -0.5604 2.0794 -0.615
O 0.3738 -1.9052 4.1940 -0.690
C 0.0812 -3.1070 1.9323 -0.579
C -1.4017 -2.9023 1.7202 -1.363
N -1.6959 -1.7476 0.8594 0.296
C -1.4187 -1.6941 -0.4602 1.206
N -1.7431 -0.5172 -0.9706 -0.656
C -2.2153 0.2467 0.0686 -0.354
C -2.1888 -0.4978 1.1898 0.150
N -2.5919 -0.0867 2.5176 1.161
O -2.6137 -0.9349 3.3902 -0.631
O -2.8297 1.0888 2.6665 -0.604
C -0.8337 -2.8098 -1.2513 -1.611
H 4.3655 -1.3760 3.5028 0.382
H 3.0254 -1.3281 4.6584 0.342
H 3.1300 -0.1245 3.3672 0.347
H 2.6523 -3.1558 2.9514 0.384
H 2.7680 -1.9439 1.6432 0.374
H 0.2300 -3.9931 2.5534 0.565
H 0.6362 -3.2213 0.9996 0.439
H -1.9097 -2.7590 2.6640 0.481
H -1.8135 -3.7905 1.2476 0.406
H -2.5567 1.2628 -0.0490 0.594
H -1.1575 -3.7843 -0.8882 0.405
H 0.2567 -2.7764 -1.2282 0.306
H -1.1502 -2.6970 -2.2847 0.374

(2)
40
Properties=species:S:1:pos:R:3:mulliken_spin:R:1 method="wB97M-V/def2-TZVPD" de_lowest_ev=0.070 charge=+1 e_homo_ev="-11.54 / -11.56" fmax_ev_per_a=0.59 mol_weight_g_mol=720.97 multiplicity=5
Fe -0.0602 0.2942 0.3827 3.755
Se 1.3653 2.8053 -0.9508 0.017
Se 2.7582 1.7738 0.6211 0.013
C 2.8261 0.0549 -0.2369 0.000
C 4.0456 -0.5104 -0.5538 0.001
C 4.0475 -1.7679 -1.1445 0.003
C 2.8437 -2.3925 -1.4179 -0.001
C 1.6686 -1.7536 -1.0693 0.006
N 1.6608 -0.5554 -0.4749 0.032
C -0.0529 3.2646 0.2573 0.005
C -0.4501 4.5809 0.3880 -0.002
C -1.5062 4.8578 1.2466 0.002
C -2.1023 3.8227 1.9456 0.001
C -1.6385 2.5327 1.7548 0.004
N -0.6330 2.2587 0.9169 0.035
H 4.9637 0.0216 -0.3515 0.000
H 4.9844 -2.2440 -1.4011 0.000
H 2.8061 -3.3640 -1.8885 0.000
H 0.7023 -2.2098 -1.2419 -0.003
H 0.0568 5.3641 -0.1566 0.001
H -1.8469 5.8768 1.3736 0.000
H -2.9196 4.0018 2.6288 0.001
H -2.0860 1.6833 2.2525 0.002
C -4.7917 0.2243 -2.2730 0.002
Si -4.8639 -0.2432 -0.4764 -0.001
C -5.6654 1.1001 0.5314 0.003
C -5.6809 -1.8849 -0.2082 0.001
C -3.0983 -0.3829 0.1085 0.192
C -1.9462 -0.4946 0.5077 -0.155
H -5.7975 0.3189 -2.6873 0.000
H -4.2573 -0.5300 -2.8526 0.000
H -4.2820 1.1805 -2.4056 0.000
H -6.7226 1.1920 0.2731 0.000
H -5.1916 2.0656 0.3417 0.000
H -5.5993 0.8864 1.5996 0.000
H -6.7220 -1.8501 -0.5362 0.000
H -5.6678 -2.1606 0.8474 0.000
H -5.1740 -2.6707 -0.7702 0.000
I -0.3021 -1.9924 1.9877 0.027
I 1.8698 -3.2780 3.0351 0.059

(3)
47
Properties=species:S:1:pos:R:3:mulliken_spin:R:1 method="wB97M-V/def2-TZVPD" charge=+2 e_homo_ev="-14.11 / -14.51" fmax_ev_per_a=1.18 mol_weight_g_mol=660.53 multiplicity=5
Ir -0.2768 0.0702 -0.1038 2.594
N -0.2841 0.4508 2.4923 0.080
N 0.9048 1.0508 2.9126 -0.009
C 1.7173 1.6186 2.0002 0.006
N 2.7884 2.2882 2.3808 0.003
N 1.3164 1.4524 0.7405 0.097
N 1.9415 1.9987 -0.3366 -0.035
O 1.3154 1.8594 -1.3878 0.038
O 2.9986 2.5931 -0.2341 0.000
H -1.0814 1.0251 2.7450 -0.008
H -0.3743 -0.4691 2.9040 -0.003
H 1.0893 1.1628 3.8968 0.001
H 3.0111 2.4347 3.3525 0.000
H 3.3810 2.6921 1.6713 0.000
C 6.2608 -1.2553 -2.3228 -0.004
O 5.3715 -1.4988 -3.4125 -0.006
C 4.0695 -1.4817 -3.1978 -0.006
C 3.2638 -1.7070 -4.3531 0.281
C 1.8824 -1.6701 -4.2746 0.022
C 1.2209 -1.3980 -3.0872 0.106
C -0.2407 -1.3016 -3.0648 0.025
C -1.0205 -1.6879 -4.2894 -0.002
O -0.8812 -0.9062 -2.0861 0.150
C 2.0336 -1.2170 -1.8795 0.123
O 1.5432 -1.0302 -0.7351 0.294
C 3.4557 -1.2902 -1.9866 0.121
H 7.2577 -1.2517 -2.7480 0.000
H 6.1808 -2.0441 -1.5726 0.001
H 6.0521 -0.2872 -1.8628 0.001
H 3.7676 -1.9070 -5.2899 -0.002
H 1.3130 -1.8495 -5.1749 0.015
H -0.8134 -0.9820 -5.0962 0.003
H -2.0808 -1.6461 -4.0570 0.001
H -0.7637 -2.6882 -4.6375 0.001
H 4.0167 -1.1722 -1.0706 -0.001
Se -1.8383 -3.5300 0.8933 0.014
N -3.4997 -3.3672 0.4387 0.014
C -3.7466 -2.0975 0.1556 0.015
C -4.9546 -1.5133 -0.3030 0.002
C -4.9333 -0.1782 -0.5912 0.002
C -3.7491 0.5912 -0.4392 0.003
N -2.6161 0.0946 0.0024 0.043
C -2.6176 -1.2265 0.3001 -0.044
N -1.4904 -1.7986 0.7077 0.063
H -5.8411 -2.1209 -0.4291 0.000
H -5.8295 0.3127 -0.9434 0.000
H -3.7533 1.6454 -0.6869 0.001